(1)
The following is a quantum chemistry calculation of C3H8N3 as an isolated structure at a distorted geometry, from OMol25.

Geometry (Å):
C  -1.333  -0.550  1.252
C  0.870  0.132  0.575
C  0.053  0.964  -1.794
N  -1.637  0.115  0.108
N  0.019  -0.523  1.546
N  0.008  0.432  -0.531
H  -1.895  -0.022  2.077
H  -1.835  -1.519  0.962
H  1.323  1.066  0.959
H  1.663  -0.567  0.451
H  0.998  0.421  -2.085
H  0.228  2.121  -1.803
H  -0.937  0.585  -2.388
H  0.419  -1.265  2.126

Results
- <S²>: 2.009
- Lowest unoccupied orbital energy (spin up / spin down): -4.38 / -7.55 eV
- Multiplicity: 3
- Kohn-Sham gap (spin up / spin down): 9.69 / 6.77 eV
- Total charge: +1
- Energy relative to the best compared isomer or geometry (same formula, charge and spin): 2.5164 eV
- HOMO level (spin up / spin down): -14.1 / -14.3 eV

(2)
The following is a quantum chemistry calculation of a 2-piece molecular cluster, C3H8N3 overall at a distorted geometry, from OMol25.

Geometry (Å):
C  -1.648  -1.090  -1.743
C  -1.528  -0.795  -0.582
C  1.328  0.125  -0.035
N  0.658  1.399  0.376
N  0.754  -0.917  0.649
N  -1.157  -0.336  0.575
H  -2.187  -1.378  -2.638
H  1.075  -0.064  -1.064
H  2.458  -0.038  0.086
H  0.369  1.955  -0.450
H  1.037  2.139  1.056
H  0.792  -1.106  1.735
H  -0.433  1.082  0.693
H  -1.515  -0.974  1.342

Results
- <S²>: 2.022
- Lowest unoccupied orbital energy (spin up / spin down): -3.27 / -7.05 eV
- Multiplicity: 3
- Kohn-Sham gap (spin up / spin down): 9.02 / 6.82 eV
- Total charge: +1
- Energy relative to the best compared isomer or geometry (same formula, charge and spin): 3.2682 eV
- HOMO level (spin up / spin down): -12.3 / -13.9 eV

(3)
The following is a quantum chemistry calculation of a 2-piece molecular cluster, C3H8N3O overall at a distorted geometry, from OMol25.

Geometry (Å):
C  -0.145  0.222  0.081
C  -2.087  0.570  1.530
C  0.787  -1.892  -0.378
N  2.309  1.433  -2.149
N  2.445  0.740  -1.266
N  -0.993  1.001  0.663
O  -0.192  -1.061  0.236
H  -2.277  1.338  2.277
H  -1.809  -0.361  2.018
H  -2.991  0.409  0.942
H  0.922  -1.622  -1.427
H  0.409  -2.910  -0.304
H  1.736  -1.811  0.153
H  2.820  1.947  -2.864
H  -0.933  1.997  0.489

Results
- Lowest unoccupied orbital energy (spin up / spin down): -6.37 / -4.44 eV
- Kohn-Sham gap (spin up / spin down): 5.57 / 9.55 eV
- Total charge: +1
- Energy relative to the best compared isomer or geometry (same formula, charge and spin): 5.1606 eV
- HOMO level (spin up / spin down): -11.9 / -14.0 eV

(4)
The following is a quantum chemistry calculation of an isolated ion of composition C3H8N3O and charge +1 at a distorted geometry, from OMol25.

Geometry (Å):
C  0.498  -0.472  0.125
C  0.478  -1.752  -0.409
C  0.522  1.734  -0.855
N  0.876  0.404  -0.736
N  -0.021  2.460  0.218
N  -1.316  -2.197  0.950
O  -0.418  -2.696  -0.093
H  0.160  -0.205  1.145
H  1.056  -1.749  -1.324
H  -0.039  1.741  -1.751
H  1.440  2.131  -1.180
H  0.528  2.401  1.086
H  -2.131  -2.758  0.911
H  -0.900  -2.168  1.874
H  -0.734  3.128  0.039

Results
- Lowest unoccupied orbital energy: -6.36 eV
- Kohn-Sham gap: 7.09 eV
- Total charge: +1
- Energy relative to the best compared isomer or geometry (same formula, charge and spin): 5.5770 eV
- HOMO level: -13.5 eV

(5)
The following is a quantum chemistry calculation of a 2-piece molecular cluster, C3H8N3O overall at a distorted geometry, from OMol25.

Geometry (Å):
C  1.504  -0.140  0.478
C  1.416  1.189  0.787
C  -0.164  0.753  -0.663
N  0.609  -0.420  -0.515
N  0.084  -1.633  -0.987
N  -1.810  0.273  0.647
O  0.411  1.695  -0.007
H  2.136  -1.022  0.863
H  2.163  1.793  1.238
H  -0.851  1.051  -1.507
H  0.804  -2.262  -0.886
H  -0.153  -1.647  -1.910
H  -1.959  0.503  1.659
H  -1.586  -0.755  0.585
H  -2.606  0.622  0.217

Results
- Lowest unoccupied orbital energy: -3.19 eV
- Kohn-Sham gap: 10.06 eV
- Total charge: +1
- Energy relative to the best compared isomer or geometry (same formula, charge and spin): 3.3012 eV
- HOMO level: -13.2 eV

(6)
The following is a quantum chemistry calculation of a 2-piece molecular cluster, C3H8N3O3 overall at a distorted geometry, from OMol25.

Geometry (Å):
C  1.038  0.085  -0.260
C  0.871  2.609  -0.285
C  1.919  -2.088  0.305
N  0.968  1.201  -0.547
N  0.853  -1.135  -0.089
N  -2.511  -0.122  0.011
O  -3.795  0.055  -0.006
O  -1.873  0.827  -0.287
O  -2.081  -1.142  0.464
H  1.296  3.163  -1.145
H  -0.167  2.684  -0.378
H  1.311  2.973  0.668
H  2.247  -2.830  -0.458
H  1.586  -2.629  1.178
H  2.739  -1.427  0.518
H  -4.351  -0.555  0.461
H  -0.051  -1.668  -0.151

Results
- Lowest unoccupied orbital energy: -3.65 eV
- Kohn-Sham gap: 11.29 eV
- Total charge: +1
- Energy relative to the best compared isomer or geometry (same formula, charge and spin): 4.3521 eV
- HOMO level: -14.9 eV

(7)
The following is a quantum chemistry calculation of C3H8N3OS as an isolated structure at a distorted geometry, from OMol25.

Geometry (Å):
C  -1.178  0.767  1.789
C  -0.074  -0.345  -0.544
C  2.263  0.094  -0.224
N  -1.000  -0.664  1.576
N  -0.399  -1.055  0.590
N  -1.051  -0.632  -1.621
O  1.135  -0.306  -1.036
S  -0.590  1.723  0.428
H  -2.315  0.774  1.944
H  -0.546  0.937  2.626
H  3.000  0.248  -0.939
H  2.570  -0.555  0.544
H  2.043  0.959  0.287
H  -1.747  0.200  -1.739
H  -1.707  -1.414  -1.244
H  -0.404  -0.731  -2.436

Results
- Lowest unoccupied orbital energy: -4.36 eV
- Kohn-Sham gap: 8.73 eV
- Total charge: +1
- Energy relative to the best compared isomer or geometry (same formula, charge and spin): 3.5303 eV
- HOMO level: -13.1 eV

(8)
The following is a quantum chemistry calculation of a 2-piece molecular cluster, C3H8N3S overall at a distorted geometry, from OMol25.

Geometry (Å):
C  -2.868  -2.417  -0.386
C  -0.454  1.840  -0.773
C  0.214  1.428  0.630
N  -1.746  -1.948  -0.109
N  -0.685  -1.545  -0.025
N  1.238  0.418  0.413
S  -0.024  1.027  -2.026
H  -3.785  -1.924  -0.073
H  -2.753  -3.431  -0.781
H  -1.209  2.596  -0.885
H  -0.596  1.139  1.227
H  0.616  2.315  1.075
H  0.727  -0.279  -0.106
H  1.536  -0.040  1.301
H  2.095  0.504  -0.130

Results
- Lowest unoccupied orbital energy: -4.20 eV
- Kohn-Sham gap: 8.25 eV
- Total charge: +1
- Energy relative to the best compared isomer or geometry (same formula, charge and spin): 3.1910 eV
- HOMO level: -12.4 eV

(9)
The following is a quantum chemistry calculation of a 2-piece molecular cluster, C3H8N3S overall at a distorted geometry, from OMol25.

Geometry (Å):
C  -0.941  -1.393  0.148
C  0.290  -0.857  0.022
C  -2.724  0.333  -0.077
N  -2.038  -0.621  0.053
N  -3.685  1.212  -0.103
N  3.527  0.246  -0.022
S  0.498  0.840  -0.142
H  -1.074  -2.437  -0.058
H  1.865  0.724  0.099
H  1.051  -1.539  -0.108
H  -4.214  1.491  0.713
H  -3.910  1.895  -0.813
H  4.372  0.381  -0.610
H  3.265  -0.791  0.011
H  3.718  0.518  0.889

Results
- Lowest unoccupied orbital energy: -4.25 eV
- Kohn-Sham gap: 8.45 eV
- Total charge: +1
- Energy relative to the best compared isomer or geometry (same formula, charge and spin): 1.7978 eV
- HOMO level: -12.7 eV

(10)
The following is a quantum chemistry calculation of an isolated ion of composition C3H8N3S2 and charge +1 at a distorted geometry, from OMol25.

Geometry (Å):
C  -2.026  -0.214  0.114
C  0.240  0.927  -0.401
C  0.798  -1.559  -0.846
N  -0.953  -0.836  0.660
N  0.400  -0.566  0.243
N  0.915  1.750  0.763
S  -3.582  -0.653  0.211
S  -1.452  1.354  -0.632
H  0.933  1.235  -1.193
H  1.256  -2.394  -0.381
H  -0.019  -1.740  -1.553
H  1.618  -1.275  -1.331
H  -1.086  -1.605  1.319
H  0.324  1.470  1.667
H  0.775  2.763  0.610
H  1.860  1.343  0.749

Results
- Lowest unoccupied orbital energy: -3.90 eV
- Kohn-Sham gap: 8.53 eV
- Total charge: +1
- Energy relative to the best compared isomer or geometry (same formula, charge and spin): 2.8117 eV
- HOMO level: -12.4 eV

(11)
The following is a quantum chemistry calculation of C3H8N4 in the gas phase at a distorted geometry, from OMol25.

Geometry (Å):
C  -0.466  -0.810  0.931
C  0.691  -1.005  -0.001
N  -0.929  1.925  0.076
N  1.364  0.306  -0.321
C  -1.028  -0.344  -0.394
N  -0.806  0.946  -0.826
N  1.265  -2.150  -0.228
H  -1.376  1.746  0.975
H  -0.911  2.855  -0.331
H  1.423  1.076  0.348
H  1.873  0.309  -1.197
H  1.887  -2.089  -1.036
H  -0.891  -1.761  1.245
H  -0.347  -0.062  1.715
H  -1.747  -0.941  -0.956

Results
- Lowest unoccupied orbital energy (spin up / spin down): -0.03 / 0.37 eV
- Kohn-Sham gap (spin up / spin down): 7.53 / 7.82 eV
- Energy relative to the best compared isomer or geometry (same formula, charge and spin): 5.3674 eV
- HOMO level (spin up / spin down): -7.6 / -7.5 eV

(12)
The following is a quantum chemistry calculation of C3H8N4 as an isolated structure at a distorted geometry, from OMol25.

Geometry (Å):
C  2.473  -0.205  0.154
N  -0.109  1.607  -0.136
N  0.243  0.319  0.187
N  1.206  -0.138  -0.569
H  0.298  1.913  -1.015
H  -0.029  2.255  0.638
H  2.369  -0.196  1.244
H  3.139  0.610  -0.152
H  2.965  -1.134  -0.145
C  -2.475  -0.561  0.024
C  -1.090  -1.094  -0.028
N  -0.513  -2.118  -0.304
H  -2.646  0.135  -0.802
H  -3.205  -1.367  -0.058
H  -2.627  -0.025  0.964

Results
- Lowest unoccupied orbital energy (spin up / spin down): -0.48 / -0.56 eV
- Kohn-Sham gap (spin up / spin down): 8.20 / 7.47 eV
- Energy relative to the best compared isomer or geometry (same formula, charge and spin): 6.5557 eV
- HOMO level (spin up / spin down): -8.7 / -8.0 eV

(13)
The following is a quantum chemistry calculation of C3H8N4 in the gas phase at a distorted geometry, from OMol25.

Geometry (Å):
C  -0.443  -0.999  -0.696
C  0.982  0.767  0.221
C  -1.220  1.563  0.018
H  -0.996  -0.109  -1.345
H  -0.309  -1.896  -1.325
H  -1.050  -1.280  0.320
H  2.850  -1.020  0.084
H  1.636  -1.647  1.263
H  2.009  0.999  0.363
H  -1.569  2.272  -0.816
H  -2.890  0.702  0.787
N  0.868  -0.511  -0.126
N  1.788  -1.403  0.227
N  0.151  1.798  0.240
N  -1.806  0.763  0.786

Results
- Lowest unoccupied orbital energy: 0.76 eV
- Kohn-Sham gap: 9.33 eV
- Energy relative to the best compared isomer or geometry (same formula, charge and spin): 4.1837 eV
- HOMO level: -8.6 eV

(14)
The following is a quantum chemistry calculation of C3H8N4O in the gas phase at a distorted geometry, from OMol25.

Geometry (Å):
C  0.634  -0.833  0.106
C  -0.582  0.028  -0.134
C  1.616  -0.008  0.496
N  -0.976  0.261  -1.510
N  -1.726  -0.439  0.585
N  0.101  1.281  0.438
O  0.502  -2.188  0.304
N  2.831  0.296  0.432
H  0.274  -2.587  -0.553
H  -0.167  0.293  -2.119
H  -1.584  -0.483  -1.829
H  -2.553  0.117  0.407
H  -1.553  -0.471  1.581
H  -0.539  1.865  0.969
H  0.543  1.879  -0.254
H  3.180  0.990  1.082

Results
- Lowest unoccupied orbital energy: 0.70 eV
- Kohn-Sham gap: 8.02 eV
- Energy relative to the best compared isomer or geometry (same formula, charge and spin): 3.8997 eV
- HOMO level: -7.3 eV

(15)
The following is a quantum chemistry calculation of C3H8N4O in the gas phase at a distorted geometry, from OMol25.

Geometry (Å):
C  -2.334  -1.017  0.326
C  -1.114  -0.111  -0.157
C  2.071  -0.863  0.117
H  -1.986  -1.652  1.263
H  -3.226  -0.270  0.442
H  -2.784  -1.599  -0.454
H  1.085  0.508  -0.973
H  2.034  -1.980  0.612
H  3.060  0.678  -0.206
H  -0.385  2.913  -0.384
H  0.595  1.929  0.610
N  1.174  -0.539  -0.896
N  3.068  -0.045  0.508
N  -1.119  1.151  0.122
N  0.064  1.926  -0.271
O  -0.203  -1.029  -0.660

Results
- Lowest unoccupied orbital energy: 0.86 eV
- Kohn-Sham gap: 10.32 eV
- Energy relative to the best compared isomer or geometry (same formula, charge and spin): 5.5964 eV
- HOMO level: -9.5 eV

(16)
The following is a quantum chemistry calculation of C3H8N4O2 in the gas phase at a distorted geometry, from OMol25.

Geometry (Å):
C  -0.095  0.641  0.126
C  1.142  0.089  -0.513
C  -1.102  -0.471  -0.692
N  -0.080  0.517  1.569
N  -0.430  1.955  -0.357
N  1.962  -0.647  0.264
N  -1.031  -1.733  -0.185
O  1.034  -0.094  -1.742
O  -2.058  -0.036  -1.285
H  -1.012  0.315  1.916
H  0.110  2.163  -1.191
H  -1.406  1.966  -0.651
H  0.215  1.406  1.961
H  2.749  -1.113  -0.158
H  1.896  -0.498  1.260
H  -0.159  -2.075  0.180
H  -1.734  -2.385  -0.500

Results
- Lowest unoccupied orbital energy: 0.69 eV
- Kohn-Sham gap: 9.98 eV
- Energy relative to the best compared isomer or geometry (same formula, charge and spin): 0.0362 eV
- HOMO level: -9.3 eV

(17)
The following is a quantum chemistry calculation of a 2-piece molecular cluster, C3H8N4S2 overall at a distorted geometry, from OMol25.

Geometry (Å):
C  0.040  -0.957  -0.583
C  1.772  0.933  -0.693
C  -1.579  0.509  -0.564
N  -0.440  -1.636  0.505
N  0.348  -1.503  1.469
N  1.340  -0.709  1.102
N  1.297  -0.419  -0.329
S  -3.207  -0.121  -0.509
S  -1.105  1.477  0.893
H  -0.348  -1.352  -1.564
H  2.410  1.217  0.022
H  2.375  0.910  -1.565
H  0.942  1.624  -0.550
H  -1.315  0.932  -1.503
H  2.155  -0.552  1.554
H  -3.098  -0.729  0.657
H  -1.586  0.377  1.657

Results
- Lowest unoccupied orbital energy (spin up / spin down): 0.48 / 0.48 eV
- Kohn-Sham gap (spin up / spin down): 7.26 / 7.25 eV
- HOMO level (spin up / spin down): -6.8 / -6.8 eV

Number 1: E_tot -7697.5442 eV. Number 2: E_tot -7696.7924 eV. Number 3: E_tot -9747.3033 eV. Number 4: E_tot -9746.8869 eV. Number 5: E_tot -9749.1627 eV. Number 6: E_tot -13841.2480 eV. Number 7: E_tot -20583.0916 eV. Number 8: E_tot -18536.3148 eV. Number 9: E_tot -18537.7079 eV. Number 10: E_tot -29372.2611 eV. Number 11: E_tot -9196.2660 eV. Number 12: E_tot -9195.0777 eV. Number 13: E_tot -9197.4496 eV. Number 14: E_tot -11245.7240 eV. Number 15: E_tot -11244.0273 eV. Number 16: E_tot -13296.5831 eV. Number 17: E_tot -30865.9930 eV.